Formula: C49H133N10O25
Source: OMol25
Level of theory: ωB97M-V/def2-TZVPD

Each line ends with the Mulliken charge.
Positions of all 217 atoms, in Å:
C: 16.24628 19.13769 15.50130  -0.912
N: 17.50352 18.72266 14.76600  0.532
C: 18.18995 17.63543 15.55705  -0.941
C: 16.99869 18.22723 13.46482  -0.599
C: 18.35064 19.96410 14.74719  -0.561
C: 19.55169 19.91745 13.78394  -0.250
O: 20.36548 18.78024 14.15606  -0.600
H: 15.50571 18.37255 15.50011  0.476
H: 15.79901 20.02859 15.06136  -0.108
H: 16.46943 19.32456 16.53673  0.685
H: 17.43127 17.02633 15.99820  0.387
H: 18.75613 18.16150 16.33079  0.325
H: 18.87632 17.13747 14.91304  0.386
H: 17.80444 18.05581 12.74644  0.320
H: 16.30341 18.96804 13.06313  0.165
H: 16.44750 17.31097 13.75297  0.388
H: 18.53598 20.18572 15.82665  0.584
H: 17.66090 20.67611 14.39065  0.083
H: 20.08812 20.84488 13.91641  0.463
H: 19.23421 19.87869 12.74352  0.004
H: 20.72946 18.47917 13.28922  0.327
C: 18.34958 18.41616 7.18390  -0.946
N: 17.40833 19.43857 7.87804  0.119
C: 18.11652 20.76551 7.98151  -0.723
C: 16.17845 19.66063 7.10724  -0.853
C: 16.98009 18.86928 9.26435  -0.442
C: 16.13557 19.74481 10.17751  0.048
O: 17.00936 20.79088 10.56088  -0.459
H: 19.21718 18.36171 7.82502  0.425
H: 18.66045 18.89979 6.24238  0.373
H: 17.84107 17.52034 6.91449  0.348
H: 17.51282 21.61794 8.17786  0.351
H: 18.69378 20.90338 7.06453  0.362
H: 18.84991 20.62382 8.81298  0.243
H: 16.39116 19.94432 6.03741  0.341
H: 15.65277 20.48508 7.60572  0.397
H: 15.54841 18.74729 7.19846  0.322
H: 17.98490 18.67960 9.65994  0.083
H: 16.61344 17.89678 8.96846  0.368
H: 15.79862 19.15845 11.03104  0.158
H: 15.27456 20.05999 9.59219  0.286
H: 16.76208 21.08681 11.40915  0.326
C: 15.86845 22.12406 28.11802  -1.049
N: 17.19113 21.59500 27.65077  0.149
C: 18.28375 22.55893 28.18996  -0.971
C: 17.41660 20.21830 28.20650  -0.781
C: 17.32003 21.47305 26.15357  -0.820
C: 16.00221 21.26426 25.39765  -0.435
O: 15.40202 20.03968 25.57728  -0.507
H: 15.06859 21.61747 27.59289  0.312
H: 15.88693 23.12771 27.81602  0.476
H: 15.87958 21.98063 29.22988  0.444
H: 19.28535 22.31867 27.89158  0.407
H: 18.20113 22.59698 29.26191  0.421
H: 18.11773 23.59272 27.81653  0.407
H: 16.93667 20.05764 29.18124  0.340
H: 18.54015 20.02681 28.35702  0.323
H: 16.95040 19.54682 27.48325  0.334
H: 18.01622 20.71954 25.94710  0.404
H: 17.60046 22.47185 25.87614  0.382
H: 16.29894 21.32481 24.37202  0.457
H: 15.43005 22.17803 25.72206  0.352
H: 14.68153 20.01038 24.92537  0.440
C: 12.08430 23.85741 16.46532  -0.947
N: 11.99849 22.28590 16.63092  0.003
C: 10.94285 22.10107 17.64274  -0.815
C: 11.56720 21.65787 15.31946  -0.694
C: 13.35032 21.88473 17.18095  -0.249
C: 13.44720 20.46356 17.61975  -0.429
O: 12.85086 19.96277 18.80078  -0.518
H: 12.93416 24.15382 15.93023  0.295
H: 12.17590 24.12554 17.52595  0.486
H: 11.13624 24.21991 16.15140  0.389
H: 11.25765 22.34830 18.66428  0.364
H: 10.54196 21.07616 17.65873  0.371
H: 10.10236 22.76504 17.45234  0.361
H: 12.35598 21.93424 14.59496  -0.041
H: 10.64978 22.13173 15.02592  0.444
H: 11.35295 20.59430 15.61008  0.441
H: 13.61630 22.56954 18.00729  0.527
H: 14.13126 22.00640 16.37259  0.193
H: 14.55760 20.27214 17.75179  0.178
H: 13.22661 19.81188 16.76404  0.415
H: 13.27980 20.30798 19.58832  0.394
C: 14.63169 16.60418 22.17907  -1.532
C: 13.15687 16.86462 22.39349  0.550
C: 12.30048 15.70705 22.09245  -0.750
O: 11.06192 15.98295 22.67377  -0.367
C: 10.12695 14.90886 22.59778  -0.770
N: 12.88085 17.45144 23.78776  -0.167
H: 13.37528 18.42056 23.73314  0.286
H: 11.84861 17.49075 23.93698  0.401
H: 13.24632 16.84936 24.57386  0.406
H: 15.07343 17.57864 22.09958  0.326
H: 14.87027 15.98780 21.26816  0.353
H: 15.05722 16.02357 22.96703  0.460
H: 12.93709 17.76054 21.79057  0.213
H: 12.76442 14.78081 22.45871  0.405
H: 12.20627 15.54569 20.99705  0.380
H: 10.24572 14.26544 21.73666  0.331
H: 9.07920 15.35307 22.58172  0.224
H: 10.30944 14.34263 23.50205  0.319
C: 27.95674 13.42640 14.75962  -1.252
C: 27.33408 13.45687 16.11365  0.377
C: 27.60452 14.77548 16.78265  -0.079
O: 26.89037 14.84555 18.00178  -0.400
C: 26.73838 16.25513 18.47770  -0.536
N: 25.79909 13.28822 16.04917  -0.029
H: 25.33142 14.09419 15.55971  0.073
H: 25.39229 12.49505 15.47305  0.419
H: 25.45290 13.34414 17.03298  0.446
H: 28.14258 14.49857 14.54147  0.250
H: 27.43236 13.05815 13.90803  0.376
H: 29.00102 13.06336 14.82863  0.353
H: 27.63332 12.67338 16.80541  0.412
H: 27.27851 15.57413 16.09128  -0.413
H: 28.66135 14.98307 16.90313  0.539
H: 27.70307 16.68182 18.78751  0.322
H: 26.27772 16.16423 19.46438  0.284
H: 26.23683 16.86817 17.69637  0.099
C: 24.13390 18.45732 14.63155  -1.104
C: 25.00474 18.14262 13.47844  0.249
C: 26.36268 17.61691 13.84617  0.022
O: 27.00469 16.85672 12.77720  -0.366
C: 27.52712 17.68265 11.69191  -0.762
N: 24.36040 16.99725 12.75345  0.075
H: 24.99552 16.73478 11.96315  0.466
H: 24.36113 16.06078 13.32838  0.392
H: 23.32655 17.25937 12.39512  0.365
H: 23.07518 18.36853 14.31926  0.059
H: 24.40800 19.43867 15.04675  0.467
H: 24.30065 17.83674 15.46224  0.094
H: 25.03923 18.93585 12.74333  0.357
H: 26.20544 16.86726 14.63255  -0.407
H: 27.01500 18.46875 14.19759  0.588
H: 28.37693 18.26109 12.10099  0.344
H: 26.74752 18.31606 11.14096  0.260
H: 28.04479 17.03756 10.98858  0.287
C: 6.06632 12.69608 5.19519  -0.521
C: 5.05600 13.44548 5.60393  -0.078
C: 5.29826 5.69498 6.65274  -0.212
O: 4.79570 6.82442 6.17986  -0.247
C: 3.23172 6.75090 5.86090  -0.556
N: 4.79971 13.94170 6.98892  -0.360
H: 4.78522 13.21004 7.67576  0.353
H: 5.52534 14.56127 7.32644  0.362
H: 3.86117 14.33280 7.12478  0.386
H: 8.89467 18.32469 3.19490  -0.425
H: 6.19880 12.73016 4.10234  0.279
H: 6.67580 12.31752 5.97388  0.281
H: 4.31498 13.99348 5.02396  0.288
H: 6.47916 5.49181 6.37064  0.233
H: 4.87811 4.72004 6.82476  0.325
H: 3.02040 7.75536 5.61249  0.222
H: 2.76522 6.50562 6.75338  0.328
H: 3.23866 5.95239 5.13159  0.343
C: 19.43855 5.53340 8.10463  -1.456
C: 20.21774 6.37887 9.11558  0.325
C: 21.37706 5.77361 9.90332  -0.786
O: 22.21851 6.75018 10.47608  -0.485
C: 23.39426 6.14049 11.14827  -0.837
N: 20.74044 7.54392 8.33745  -0.530
H: 21.69644 7.36087 7.99721  0.345
H: 20.24568 7.68428 7.47011  0.336
H: 20.94873 8.77608 8.80791  0.403
H: 18.89552 4.75023 8.63215  0.409
H: 20.12278 5.10122 7.32585  0.348
H: 18.65200 6.16878 7.59612  0.384
H: 19.46115 6.81670 9.81048  0.144
H: 21.96241 5.27090 9.19023  0.491
H: 20.92901 5.11230 10.66062  0.343
H: 23.21916 5.63943 12.11949  0.317
H: 24.14072 6.93738 11.35832  0.303
H: 23.84365 5.36316 10.51560  0.342
C: 21.42580 15.00269 8.90820  -1.610
C: 21.41302 14.08362 7.68524  0.624
C: 22.79196 13.95453 7.10539  -0.834
O: 22.64990 12.99311 6.14901  -0.318
C: 23.82728 12.71118 5.38976  -0.792
N: 20.88688 12.77024 8.08458  -0.074
H: 20.99730 12.19764 7.22540  0.500
H: 21.44209 12.22084 8.73849  0.143
H: 19.93818 12.63073 8.49070  0.401
H: 20.45050 14.84602 9.43239  0.348
H: 21.46824 16.03008 8.56548  0.453
H: 22.14477 14.78420 9.67493  0.300
H: 20.73305 14.57242 6.95620  0.302
H: 23.49925 13.64041 7.88118  0.352
H: 23.11341 14.98572 6.81569  0.466
H: 24.21642 13.62996 4.90655  0.319
H: 23.43555 12.02216 4.57032  0.244
H: 24.59882 12.22218 5.96804  0.327
O: 13.31163 21.79739 22.54001  -0.473
C: 13.69362 20.48989 22.39561  0.600
O: 13.96179 19.84938 23.49572  -0.999
O: 14.02703 20.10048 21.26854  -0.755
H: 13.10860 21.85509 23.44519  0.303
O: 22.24296 9.40400 10.91673  -0.435
C: 21.75774 10.22672 10.01631  0.895
O: 21.18155 9.84057 8.92395  -0.619
O: 22.08203 11.40203 10.10860  -0.871
H: 22.12675 8.42022 10.71171  0.481
O: 21.52813 17.99951 9.65898  -0.442
C: 20.97434 18.20175 10.91111  0.391
O: 21.83154 18.10874 11.89759  -0.988
O: 19.75522 18.42437 10.93228  -0.546
H: 22.35278 18.58269 9.65310  0.265
O: 14.24161 22.79251 12.93112  -0.537
C: 14.59078 21.54486 13.41749  0.405
O: 15.21284 20.78468 12.63420  -0.619
O: 14.29992 21.32419 14.58533  -0.765
H: 14.68884 22.96739 12.02280  0.327
O: 23.78788 13.85249 12.27156  -0.310
C: 24.18838 13.63685 13.54883  0.691
O: 24.21593 12.49715 13.97239  -0.854
O: 24.53572 14.70697 14.15964  -1.156
H: 23.68626 12.93283 11.88676  0.240

HOMO energy (eV): -9.5
Spin multiplicity: 1
Orbital gap (eV): 1.1
Total charge: +5
DFT total energy (hartree): -4373.40269
Max |F| (Eh/bohr): 0.094